[1]
A single C2H8NO2P molecule at a distorted geometry. Source: the Open Molecules 2025 dataset; level of theory: ωB97M-V/def2-TZVPD.

Each line ends with the Löwdin charge.
CARTESIAN COORDINATES (ANGSTROEM)
1 C 1.67386 -0.40240 -0.46618  -0.16
2 P -0.04069 0.30139 -0.29865  0.57
3 C -1.14388 -1.20784 0.49513  -0.10
4 O -0.80782 0.78527 -1.43198  -0.33
5 O 0.28573 1.50781 0.77358  -0.34
6 N -0.74099 2.49616 0.83093  -0.01
7 H 1.99840 -1.19722 0.26004  0.06
8 H 1.71946 -0.97032 -1.37242  0.03
9 H 2.42521 0.42794 -0.38561  0.06
10 H -1.19525 -1.81361 -0.29410  -0.04
11 H -0.79074 -1.62638 1.41669  0.02
12 H -2.13308 -0.60195 0.62534  0.07
13 H -1.49211 2.15224 0.19387  0.07
14 H -0.26178 3.32483 0.44254  0.09

Forces on atoms 1 to 2 (eV/Å):
0.3 0.4 1.1
0.8 -2.8 3.1

SMILES: CP(C)(=O)ON
Energy relative to the best compared isomer or geometry (same formula, charge and spin) (kcal/mol): 61.4
Frontier orbital gap (eV): 10.45
Multiplicity: 1
E_LUMO (hartree): 0.02976
HOMO level (eV): -9.64

=====

[2]
A gas-phase ion, C17H30N (charge +1). Source: the Open Molecules 2025 dataset; level of theory: ωB97M-V/def2-TZVPD.

Each line ends with the Löwdin charge.
CARTESIAN COORDINATES (ANGSTROEM)
1 C -6.44315 -2.08912 -0.06970  -0.11
2 C -6.34436 -0.83279 0.78766  -0.27
3 C -5.94913 0.41339 -0.00655  -0.22
4 C -4.58412 0.33796 -0.69235  -0.22
5 C -3.42416 0.19565 0.29111  -0.21
6 C -2.07395 0.24265 -0.42348  -0.21
7 C -0.91698 0.08937 0.56772  -0.17
8 C 0.46706 0.06127 -0.09363  -0.11
9 N 1.24990 1.33344 -0.06278  -0.32
10 C 0.47065 2.44519 -0.63311  0.01
11 C 1.63466 1.66654 1.31913  0.02
12 C 2.49240 1.16346 -0.89810  -0.07
13 C 3.42206 0.07223 -0.43360  -0.24
14 C 4.44457 0.35636 0.46718  -0.05
15 C 5.31477 -0.63828 0.87748  -0.05
16 C 5.17779 -1.92645 0.38794  -0.06
17 C 4.17570 -2.21410 -0.52370  -0.05
18 C 3.30441 -1.22080 -0.93492  -0.04
19 H -6.84640 -2.91146 0.51593  0.07
20 H -7.10218 -1.91936 -0.91796  0.08
21 H -5.46832 -2.39136 -0.44498  0.06
22 H -7.31787 -0.64206 1.24368  0.11
23 H -5.63560 -0.99874 1.60132  0.10
24 H -5.95853 1.27435 0.66651  0.11
25 H -6.70526 0.58924 -0.77438  0.11
26 H -4.57065 -0.49796 -1.39265  0.11
27 H -4.44442 1.25328 -1.27378  0.11
28 H -3.47709 1.00134 1.02751  0.12
29 H -3.50988 -0.75059 0.82567  0.11
30 H -2.03222 -0.56945 -1.15216  0.12
31 H -2.00003 1.18326 -0.97189  0.10
32 H -0.98727 0.86892 1.32627  0.11
33 H -1.05322 -0.85837 1.09096  0.13
34 H 0.34208 -0.21862 -1.14184  0.14
35 H 1.09248 -0.69467 0.38424  0.13
36 H -0.41369 2.63631 -0.03040  0.11
37 H 0.16256 2.20355 -1.64865  0.12
38 H 1.07400 3.35132 -0.65793  0.12
39 H 0.75259 1.81038 1.93802  0.11
40 H 2.23337 0.86197 1.74197  0.11
41 H 2.21740 2.58571 1.33040  0.12
42 H 3.02226 2.11849 -0.88487  0.14
43 H 2.17214 0.96112 -1.92238  0.15
44 H 4.57891 1.36296 0.83592  0.12
45 H 6.10530 -0.40319 1.57251  0.11
46 H 5.85904 -2.70010 0.70439  0.11
47 H 4.07634 -3.21083 -0.92356  0.11
48 H 2.54289 -1.45270 -1.66518  0.12

Forces on atoms 1 to 2 (eV/Å):
0.0 0.1 0.2
0.0 0.1 -0.2

SMILES: CCCCCCCC[N+](C)(C)Cc1ccccc1
Energy relative to the best compared isomer or geometry (same formula, charge and spin) (kcal/mol): 1.7
Frontier orbital gap (eV): 10.46
Multiplicity: 1
Charge: +1
E_LUMO (hartree): -0.08650
HOMO level (eV): -12.81

=====

[3]
A molecular structure, C36H53BBeN4P2. Source: the Open Molecules 2025 dataset; level of theory: ωB97M-V/def2-TZVPD.

Each line ends with the Löwdin charge.
CARTESIAN COORDINATES (ANGSTROEM)
1 Be -1.12866 0.17640 -0.41821  0.00
2 C 5.33529 1.35152 0.72572  -0.09
3 C 4.33575 0.88265 -0.33686  -0.71
4 C 4.33618 -0.65431 -0.35166  -0.11
5 C 4.80884 1.36264 -1.71194  -0.11
6 P 2.51577 1.33867 -0.12980  1.15
7 C 2.29742 0.94582 1.67172  -0.31
8 N 1.05561 0.25778 1.98960  0.00
9 B -0.15024 0.00133 1.22049  -0.37
10 N -1.03399 -0.61797 2.20810  -0.04
11 C -2.32998 -1.17884 1.92167  -0.27
12 P -2.37932 -1.57999 0.11881  1.18
13 C -4.22045 -1.63180 -0.25469  -0.67
14 C -5.06631 -2.31767 0.82661  -0.08
15 C -4.47943 -2.30337 -1.60600  -0.09
16 C -4.68389 -0.17424 -0.36764  -0.10
17 C -1.63693 -3.29711 0.01000  -0.66
18 C -2.48625 -4.39083 0.66375  -0.09
19 C -0.27791 -3.26904 0.72834  -0.08
20 C -1.38912 -3.65845 -1.45984  -0.08
21 C -0.41405 -0.71412 3.44004  -0.18
22 C -0.84831 -1.23032 4.64814  -0.02
23 C 0.02674 -1.19156 5.73412  -0.11
24 C 1.29339 -0.63962 5.60790  -0.11
25 C 1.73214 -0.11478 4.39145  -0.02
26 C 0.87547 -0.16571 3.30553  -0.17
27 C 2.31186 3.21034 -0.14282  -0.70
28 C 2.10564 3.63629 -1.60303  -0.10
29 C 1.00581 3.49726 0.61500  -0.09
30 C 3.42505 4.04901 0.48026  -0.10
31 H 6.29980 0.86350 0.55040  0.08
32 H 5.50358 2.42458 0.68814  0.06
33 H 5.02778 1.09457 1.74089  0.07
34 H 5.35727 -1.01694 -0.50339  0.09
35 H 3.96959 -1.08000 0.58585  0.08
36 H 3.71500 -1.03783 -1.16283  0.05
37 H 5.77921 0.91227 -1.94342  0.08
38 H 4.10708 1.07705 -2.50019  0.08
39 H 4.93619 2.44563 -1.74055  0.06
40 H 3.13134 0.31755 1.99157  0.07
41 H 2.37446 1.86352 2.26483  0.09
42 H -2.51871 -2.06772 2.53117  0.09
43 H -3.14185 -0.46968 2.12465  0.09
44 H -4.91547 -3.39385 0.85543  0.06
45 H -4.87485 -1.91814 1.82334  0.08
46 H -6.12362 -2.14021 0.60896  0.09
47 H -4.33109 -3.38166 -1.56551  0.06
48 H -5.51881 -2.12548 -1.89547  0.09
49 H -3.84248 -1.89294 -2.39360  0.09
50 H -4.53928 0.38272 0.55918  0.07
51 H -4.15395 0.36153 -1.15408  0.07
52 H -5.75322 -0.17030 -0.59867  0.09
53 H -2.78449 -4.13900 1.68259  0.08
54 H -3.38275 -4.61204 0.08548  0.07
55 H -1.89590 -5.30986 0.71551  0.09
56 H -0.38410 -3.13468 1.80602  0.09
57 H 0.21557 -4.22913 0.55423  0.09
58 H 0.37186 -2.47487 0.35895  0.06
59 H -2.31183 -3.80007 -2.01849  0.06
60 H -0.79414 -2.90017 -1.96844  0.06
61 H -0.83168 -4.59926 -1.49936  0.09
62 H -1.84451 -1.64221 4.75705  0.10
63 H -0.29255 -1.59031 6.68873  0.09
64 H 1.95280 -0.61059 6.46624  0.09
65 H 2.71903 0.32212 4.30878  0.10
66 H 1.23774 3.13639 -2.03755  0.06
67 H 1.93281 4.71626 -1.64532  0.09
68 H 2.96954 3.41203 -2.23023  0.06
69 H 0.21629 2.78806 0.36392  0.05
70 H 1.14549 3.47004 1.69760  0.08
71 H 0.64936 4.49828 0.35464  0.09
72 H 4.33335 4.03542 -0.12258  0.06
73 H 3.09589 5.09124 0.54882  0.09
74 H 3.67588 3.71600 1.48994  0.08
75 C 1.67214 -2.07821 -4.52664  -0.08
76 C 1.82513 -2.11587 -3.14773  -0.08
77 C 1.07017 -1.27687 -2.34171  -0.07
78 C 0.16966 -0.39940 -2.92653  -0.24
79 C 0.00694 -0.35327 -4.30563  -0.02
80 C 0.76272 -1.19874 -5.10196  -0.08
81 N -0.59367 0.43288 -2.05752  0.00
82 N -0.92853 1.54226 -2.53147  0.14
83 C -1.68570 2.30142 -1.61826  -0.29
84 C -2.01946 3.60742 -1.97834  -0.03
85 C -2.70746 4.37461 -1.06022  -0.09
86 C -3.02826 3.82626 0.18483  -0.08
87 C -2.67458 2.52489 0.51147  -0.11
88 C -1.99806 1.69930 -0.39092  -0.15
89 H 2.25906 -2.73594 -5.15545  0.10
90 H 2.53495 -2.79862 -2.69700  0.11
91 H 1.17954 -1.26336 -1.26431  0.07
92 H -0.70813 0.33345 -4.73596  0.11
93 H 0.63807 -1.17577 -6.17694  0.10
94 H -1.72687 3.99551 -2.94668  0.11
95 H -2.98516 5.39420 -1.29367  0.10
96 H -3.55618 4.43649 0.90904  0.10
97 H -2.92410 2.15554 1.50363  0.10

Forces on atoms 1 to 2 (eV/Å):
0.1 0.1 0.2
0.0 0.0 0.0

Energy relative to the best compared isomer or geometry (same formula, charge and spin) (kcal/mol): 0.5
Frontier orbital gap (eV): 6.88
Multiplicity: 1
E_LUMO (hartree): -0.01635
HOMO level (eV): -7.33

=====

[4]
2 unconnected molecules or ions with the total composition C3H6NO2 at a distorted geometry. Source: the Open Molecules 2025 dataset; level of theory: ωB97M-V/def2-TZVPD.

Each line ends with the Löwdin charge.
CARTESIAN COORDINATES (ANGSTROEM)
1 C -1.03830 -1.40608 0.13184  -0.15
2 C -0.68963 0.49122 -1.12993  -0.11
3 N -1.46882 -0.03482 -0.27798  -0.09
4 H -1.45565 -1.47464 1.13810  0.06
5 H 0.04843 -1.45346 0.14032  0.05
6 H -1.51871 -2.19113 -0.45298  0.06
7 H -0.76672 1.54073 -1.38801  0.06
8 H 0.02931 -0.14816 -1.64114  0.07
9 O 2.11325 0.10613 0.34757  -0.17
10 C 1.72567 1.18861 0.85639  -0.73
11 O 2.13779 2.33956 0.67499  -0.14
12 H 0.88339 1.04203 1.60084  0.09

Forces on atoms 1 to 2 (eV/Å):
-1.0 1.1 0.3
-0.6 -0.8 0.1

Energy relative to the best compared isomer or geometry (same formula, charge and spin) (kcal/mol): 37.1
Frontier orbital gap (eV): 8.05
Multiplicity: 1
Charge: -1
E_LUMO (hartree): 0.15163
HOMO level (eV): -3.92

=====

[5]
A single CH3F2NO molecule. Source: the Open Molecules 2025 dataset; level of theory: ωB97M-V/def2-TZVPD.

Each line ends with the Löwdin charge.
CARTESIAN COORDINATES (ANGSTROEM)
1 N 0.76599 -0.12952 0.89163  0.15
2 C -0.16957 0.28167 -0.06650  -0.76
3 O -0.49169 -0.65881 -0.98029  0.11
4 F -1.30176 0.71571 0.56349  0.09
5 F 0.29822 1.39668 -0.70535  0.08
6 H 1.63461 -0.40566 0.45402  0.10
7 H 0.39803 -0.87609 1.46481  0.10
8 H -1.13384 -0.32399 -1.62180  0.13

Forces on atoms 1 to 2 (eV/Å):
0.1 0.0 0.1
-0.2 0.9 0.2

SMILES: NC(O)(F)F
Energy relative to the best compared isomer or geometry (same formula, charge and spin) (kcal/mol): 7.5
Frontier orbital gap (eV): 11.79
Multiplicity: 1
E_LUMO (hartree): 0.02831
HOMO level (eV): -11.02

=====

[6]
A single C3H7N3O molecule at a distorted geometry. Source: the Open Molecules 2025 dataset; level of theory: ωB97M-V/def2-TZVPD.

Each line ends with the Löwdin charge.
CARTESIAN COORDINATES (ANGSTROEM)
1 C 0.12031 -1.38472 -1.52630  -0.15
2 N -0.61611 -0.14429 -1.53949  0.00
3 C -0.69805 0.52462 -0.46516  -0.31
4 N -1.54820 1.51555 -0.12858  0.09
5 C 0.28238 0.51262 1.04825  -0.33
6 N 1.43302 -0.08596 1.46949  0.14
7 O -0.19866 1.29158 1.87205  -0.01
8 H -0.58932 -2.22187 -1.60799  0.08
9 H 0.67006 -1.50157 -0.58159  0.05
10 H 0.82087 -1.46845 -2.36600  0.07
11 H -1.30866 1.74278 0.88494  0.07
12 H -2.48820 1.52363 -0.51304  0.11
13 H 2.01755 -0.72981 0.97024  0.09
14 H 1.77216 0.24046 2.37587  0.12

Forces on atoms 1 to 2 (eV/Å):
0.2 -0.1 0.1
-0.1 0.2 1.0

SMILES: C/N=C(/N)C(N)=O
Energy relative to the best compared isomer or geometry (same formula, charge and spin) (kcal/mol): 39.7
Frontier orbital gap (eV): 9.67
Multiplicity: 1
E_LUMO (hartree): 0.03230
HOMO level (eV): -8.79